Entry 1:
Formula: H6O3
Source: the Open Molecules 2025 dataset
Level of theory: wB97M-V/def2-TZVPD

Last column: Mulliken charge in e.
Atoms and positions in Å:
H -2.038 -0.830 2.092  0.319
H -1.120 -1.593 1.300  0.326
H 1.075 0.051 -1.278  0.402
H 0.973 0.417 -2.748  0.288
H 0.657 1.748 0.370  0.322
O 0.968 -0.359 -2.159  -0.660
O -1.519 -0.716 1.285  -0.674
O 0.868 0.838 0.357  -0.678
H 0.135 0.444 0.781  0.355

LUMO energy (Ha): 0.020
Relative energy (zero: lowest compared OMol25 entry of this formula, charge and spin) (eV): 0.3749
Largest force on an atom (eV/A): 2.07
Orbital gap (eV): 11.084
SMILES: O.O.O



Entry 2:
Formula: C12H17NO
Source: the Open Molecules 2025 dataset
Level of theory: wB97M-V/def2-TZVPD

Last column: Mulliken charge in e.
Atoms and positions in Å:
C -1.956 0.268 -0.398  -0.365
H -2.989 -0.940 2.555  0.368
H 2.337 -2.047 0.029  0.658
C -0.191 0.475 1.212  -0.362
H 2.323 3.463 -0.559  0.282
H 1.692 -0.970 1.236  0.187
H 1.637 1.293 -2.481  0.430
C 1.272 1.708 -1.531  -0.360
C -0.639 0.688 -0.101  1.184
H 0.835 -2.947 2.520  0.274
C 1.431 -1.761 0.585  -0.746
H -3.045 0.314 -2.206  0.177
H 0.695 1.028 1.516  0.480
H -1.208 1.804 -3.160  0.446
H 0.930 3.900 -1.504  0.354
C -0.165 1.403 -1.267  -0.155
O 1.539 -4.142 0.911  -0.552
C -2.871 -0.225 0.532  -0.746
C -1.041 -0.153 2.102  -0.657
H 0.604 -1.561 -0.080  -0.059
N -2.214 0.583 -1.710  -0.010
C -1.184 1.340 -2.194  -0.688
H 2.471 3.351 -2.241  0.307
C 0.884 -2.927 1.410  -0.269
H 1.943 1.006 -0.997  0.288
H -0.837 -0.212 3.163  0.429
C -2.403 -0.406 1.817  -0.603
C 1.739 3.168 -1.442  -1.192
H 2.453 -3.864 0.823  0.324
H -0.166 -3.176 1.234  0.198
H -3.877 -0.460 0.227  0.378

LUMO energy (Ha): 0.031
Relative energy (zero: lowest compared OMol25 entry of this formula, charge and spin) (eV): 2.5878
Largest force on an atom (eV/A): 2.41
Orbital gap (eV): 8.672
SMILES: CCc1c[nH]c2ccccc12.CCO



Entry 3:
Formula: C4H13NOS2
Source: the Open Molecules 2025 dataset
Level of theory: wB97M-V/def2-TZVPD

Last column: Mulliken charge in e.
Atoms and positions in Å:
H -0.778 1.038 2.005  0.469
H 1.122 -1.800 0.195  0.520
C 1.013 0.170 1.080  -0.834
C 1.260 0.878 -1.799  -1.014
C -0.483 0.202 1.376  0.045
H 1.497 -0.223 1.974  0.388
S -0.935 -1.342 2.070  -0.073
N 0.839 -0.490 -1.411  -0.340
O -2.081 0.822 -1.719  -0.610
H 0.493 1.644 -1.626  0.246
H 1.383 -1.050 -2.051  0.291
H -3.043 0.786 -1.602  0.310
H 2.488 -0.779 -0.069  0.401
H 1.354 1.171 0.794  0.341
H -3.250 -1.209 3.516  0.133
H -1.030 0.341 0.438  -0.246
C 1.397 -0.772 -0.070  -0.835
S -2.934 -1.557 2.269  -0.243
H -1.954 0.022 -1.166  0.292
H 2.170 1.265 -1.334  0.355
H 1.471 0.884 -2.869  0.402

LUMO energy (Ha): 0.020
Relative energy (zero: lowest compared OMol25 entry of this formula, charge and spin) (eV): 1.1781
Largest force on an atom (eV/A): 2.07
Orbital gap (eV): 9.554
SMILES: CNCCCSS.O



Entry 4:
Formula: C44H56F32N4O8
Source: the Open Molecules 2025 dataset
Level of theory: wB97M-V/def2-TZVPD

Last column: Mulliken charge in e.
Atoms and positions in Å:
H 2.864 3.452 0.679  0.494
H -0.142 -5.058 -2.598  0.362
F 7.760 3.805 -3.363  -0.303
F 3.377 -1.924 0.202  -0.175
H 3.904 4.277 -1.871  0.248
C -0.558 -5.900 -0.758  -1.143
H -5.525 -1.567 3.854  0.157
O 9.548 -1.345 1.013  -0.412
C 3.640 2.379 -1.043  0.804
O 1.893 3.512 -2.077  -0.373
O -4.156 2.732 -4.885  -0.598
C -6.173 -1.915 -0.069  0.791
C -1.763 1.267 -2.895  0.522
C -3.323 5.096 -1.838  -0.400
C 0.949 -1.908 5.975  -0.064
F -2.823 -1.968 0.539  0.042
H -3.684 0.099 1.794  -0.473
C 2.078 -2.133 -0.090  0.012
H 4.647 2.548 -0.650  0.470
C 3.328 3.394 -2.154  -0.583
H -0.067 -6.810 -1.112  0.423
N -9.314 -0.008 3.356  -0.545
F 4.896 -2.667 -2.295  -0.263
H -6.893 0.469 1.691  -0.804
F 1.560 0.074 -0.774  -0.243
C -2.238 -3.264 -3.044  0.199
C -7.183 1.359 -0.290  1.101
C -8.449 0.518 3.895  0.385
C -7.298 1.154 4.510  -1.007
H 2.053 -2.377 -1.161  0.077
H -6.705 -1.327 4.993  0.452
O 5.595 0.250 -4.123  -0.261
F 7.323 2.843 -5.880  -0.349
H -5.202 4.848 -2.851  0.427
N 1.733 -0.042 7.634  -0.454
C 6.475 0.789 -5.097  -0.994
H -1.224 -0.339 5.306  0.175
O -5.961 -0.615 0.276  -0.251
F -3.274 -1.093 3.330  -0.226
H 5.888 0.710 -6.017  0.393
H -1.646 0.096 -0.456  -0.449
C -1.068 -5.253 -2.051  -0.618
H -5.580 0.792 3.250  -0.060
H 3.714 3.078 -3.118  0.366
F -5.986 1.966 -0.410  -0.203
F 10.979 1.890 0.484  -0.266
F -6.967 -1.997 -1.177  -0.310
F 10.963 -0.596 -0.599  -0.291
F -1.183 -2.068 1.977  -0.430
F 6.116 -1.848 -4.648  -0.328
F -4.942 -3.863 -0.750  -0.419
H 1.230 -1.685 4.948  -0.015
C 1.451 3.198 -0.866  0.671
H -1.184 0.555 -3.488  0.153
H 7.334 -1.536 2.347  0.200
C -2.543 4.865 -0.531  -0.440
C 7.642 -2.675 0.516  0.999
H -2.895 -4.312 -1.447  0.097
O 0.307 3.381 -0.530  -0.549
H -7.278 2.239 4.413  0.409
F 11.552 -0.743 1.481  -0.290
H -3.353 1.101 -1.499  -0.446
C -3.001 0.583 -2.400  1.604
C 6.650 2.289 -4.856  0.923
C 10.063 0.983 0.924  0.230
F 4.401 -0.589 -1.844  -0.176
H 2.300 1.760 0.584  -0.120
F 1.621 -3.222 0.562  -0.257
H -5.076 -1.163 5.511  0.314
F -6.851 -2.619 0.866  -0.307
C -1.095 -0.398 0.342  -0.866
C -0.539 -2.221 6.113  -0.269
F 8.492 1.717 -3.306  -0.259
H 9.129 -1.970 -0.946  0.465
C 2.562 2.644 0.012  -0.574
H -1.346 -6.199 -0.070  0.338
H 6.672 2.253 -2.731  -0.062
C -3.557 2.001 -4.158  0.259
F 8.911 1.250 0.260  -0.169
O -0.087 -1.244 -0.185  -0.276
H -3.275 6.179 -1.986  0.415
H -0.686 0.459 0.882  0.881
F 8.378 -3.624 1.175  -0.322
F 1.373 -0.412 1.352  -0.321
H -1.166 1.761 -2.133  -0.334
H -2.865 -0.444 -2.056  -0.757
C 6.730 -2.031 1.576  0.062
H 3.908 -1.584 -3.580  0.193
H -4.860 3.581 -1.792  -0.092
H -4.292 -2.692 0.656  0.007
H -5.078 0.814 -3.048  0.084
F -7.594 0.870 -1.474  -0.337
H -2.785 4.695 -2.695  0.230
N -2.548 -2.604 -3.932  -0.632
C -1.443 -1.009 6.149  -0.838
C -1.973 -1.198 1.291  1.301
C 5.913 -0.981 -3.610  0.643
H -5.461 5.215 -1.203  0.390
O -2.312 2.353 -3.702  -0.335
C -7.089 0.172 0.663  -0.355
H -2.735 5.515 0.320  0.482
F -2.024 0.617 2.772  -0.351
F 5.887 -2.853 2.219  -0.288
H 7.462 0.349 -5.224  0.430
H -9.210 1.972 0.255  0.365
C 10.548 -0.455 0.658  0.757
C -4.799 -2.573 -0.311  0.560
H -2.506 -1.132 5.938  0.101
F -8.226 3.506 -0.482  -0.281
H -7.989 -0.443 0.668  0.713
H -5.214 1.115 4.895  0.562
H -1.485 4.868 -0.812  0.096
H -7.430 1.032 5.593  0.491
H -1.624 -3.315 -1.052  -0.380
C -2.820 -0.379 2.267  0.484
C -5.913 0.561 4.265  0.163
C -4.085 0.745 -3.477  -0.324
F -7.881 2.681 1.565  -0.235
F 5.448 2.893 -4.736  -0.237
H 8.008 -0.791 -0.307  0.336
N -2.656 2.393 0.331  -0.349
H 9.929 1.109 2.002  0.205
C -2.648 3.492 0.002  0.223
H -1.288 -0.386 7.030  0.421
F 7.072 -0.940 -2.942  -0.211
H 0.206 -5.251 -0.338  0.133
H -1.708 -5.877 -2.678  0.409
C 7.406 2.501 -3.510  0.526
C 4.693 -1.443 -2.832  0.174
C 1.202 -0.890 0.105  0.887
C 8.635 -1.643 -0.033  -0.765
C -8.192 2.380 0.283  -0.117
C -5.739 -0.901 4.691  -1.173
H 1.553 -2.738 6.356  0.301
C 1.425 -0.861 6.891  0.166
F 6.870 -3.339 -0.375  -0.275
H -0.782 -2.837 5.242  0.172
F 6.038 -0.987 0.991  -0.128
C -4.781 4.669 -1.855  -0.949
H 3.705 1.344 -1.386  -0.646
H -0.743 -2.883 6.956  0.354
H -3.993 -0.170 -4.067  0.429
C -1.909 -4.022 -1.835  0.776
F -4.052 -1.905 -1.214  -0.084

LUMO energy (Ha): 0.005
Relative energy (zero: lowest compared OMol25 entry of this formula, charge and spin) (eV): 0.0000
Largest force on an atom (eV/A): 3.25
Orbital gap (eV): 9.941
SMILES: FC(F)C(F)(F)COC(F)(F)C(F)F.FC(F)C(F)(F)COC(F)(F)C(F)F.FC(F)C(F)(F)COC(F)(F)C(F)F.FC(F)C(F)(F)COC(F)(F)C(F)F.O=C1CCCO1.O=C1CCCO1.CCCC#N.CCCC#N.CCCC#N.CCCC#N



Entry 5:
Formula: C20H41BrN3O3S
Source: the Open Molecules 2025 dataset
Level of theory: wB97M-V/def2-TZVPD

Last column: Löwdin spin population.
Atoms and positions in Å:
C -3.691 -2.543 3.791  0.002
H -1.361 -2.482 5.156  0.000
H -1.454 -4.597 2.156  0.003
C -2.347 -2.669 0.317  0.017
H 2.415 -2.541 1.774  0.000
H 0.325 6.093 -2.167  0.000
O 6.669 -2.091 2.296  0.000
H -2.044 -4.104 5.055  0.000
H -3.587 -0.155 2.291  0.001
C -2.305 -2.952 3.260  0.029
H -4.077 -3.319 4.450  0.000
S 2.968 -0.436 1.163  0.000
N -1.650 -1.810 2.555  0.393
C 1.644 2.159 -2.813  0.027
H -3.027 -4.932 2.844  0.002
C 0.728 1.983 -4.024  0.015
H 4.311 -2.611 3.024  0.000
O -0.385 -2.000 2.473  0.503
C 2.861 3.039 -3.189  0.003
H -3.638 0.051 0.556  0.000
C -3.085 -3.822 0.993  0.001
O 0.202 1.848 -1.083  0.530
H -1.646 -0.132 -0.422  0.000
C -0.838 3.734 -3.132  0.016
Br 6.007 -1.487 -0.279  0.000
N 0.913 2.753 -1.656  0.371
H 3.681 2.427 -3.565  0.000
H -4.438 -2.409 3.014  0.000
H 0.038 1.154 -3.836  0.002
H -4.142 -3.577 1.125  0.000
H -1.313 5.219 -0.872  0.000
C -2.178 -1.437 1.208  0.027
H -0.802 2.990 -5.151  0.001
N 3.224 -2.198 1.247  0.000
C 5.765 -2.109 1.530  0.000
C 4.443 -2.702 1.965  0.000
H 4.514 -3.762 1.764  0.000
H 0.558 4.013 -4.765  0.000
H -4.389 -1.350 1.265  0.000
H 2.869 0.884 -1.551  0.000
H -3.629 -1.620 4.368  0.001
H 2.639 3.760 -3.973  0.000
H 1.674 5.317 -1.349  0.001
H -1.521 3.519 -0.492  -0.001
H 3.242 3.578 -2.322  0.002
H 1.331 1.688 -4.886  0.001
H 1.484 5.194 -3.098  0.000
H -1.618 3.011 -2.873  0.003
H -0.155 4.413 0.185  0.000
C -2.443 -4.162 2.337  0.017
H 4.129 0.102 1.591  0.000
C -1.505 -3.340 4.498  -0.001
C -1.227 -0.459 0.527  -0.001
C -0.087 3.229 -4.362  0.001
H -3.057 -4.700 0.346  0.001
C -3.526 -0.691 1.344  0.003
C 2.223 0.801 -2.428  -0.001
H -1.359 -3.025 0.003  0.003
H -0.527 -3.749 4.250  -0.001
H -1.056 0.427 1.138  0.000
H 1.446 0.066 -2.217  -0.001
C -0.778 4.287 -0.701  -0.001
H -0.261 -0.912 0.304  -0.001
H 3.135 -2.604 0.317  0.000
H -1.352 4.667 -3.368  0.001
C 0.948 5.200 -2.153  0.002
C 0.070 3.956 -1.924  0.027
H 2.817 0.415 -3.254  0.000
H -2.868 -2.376 -0.595  0.001

LUMO energy (alpha / beta) (Ha): -0.150 / -0.150
Spin multiplicity: 3
Charge: +1
Largest force on an atom (eV/A): 2.04
Expectation value of S²: 2.008
Orbital gap (alpha / beta) (eV): 6.537 / 7.467